Below is 2 unconnected molecules or ions with the total composition CH3NOSi in a non-equilibrium geometry, with properties calculated with the ωB97M-V functional and the def2-TZVPD basis.

XYZ file:
```
7
Properties=species:S:1:pos:R:3:forces:R:3:mulliken_charge:R:1
C 2.466321 0.434660 0.492221 -0.690 0.473 2.600 0.035
N 2.922913 0.130484 -0.490404 0.872 -0.622 -2.460 -0.311
O -2.216496 -0.125194 0.728025 0.151 -0.307 0.019 -0.383
Si -1.459321 0.482085 -0.598946 0.410 1.846 0.713 0.140
H -2.434833 -0.986630 1.089236 -0.146 -0.205 -0.401 0.333
H -1.478099 -0.413864 -1.768771 -0.382 -1.341 -0.328 -0.090
H 2.163983 0.639617 1.495603 -0.214 0.157 -0.142 0.276
```
Positions in Å, forces in eV/Å.

DFT total energy ... -12498.90481 eV
HOMO level ... -8.28 eV
Frontier orbital gap ... 8.1 eV
Energy relative to the best compared isomer or geometry (same formula, charge and spin) ... 2.247 eV
2S+1 ... 1
Molar mass ... 73.127 g mol⁻¹
Charge ... 0